1.
{"formula": "C3H8N2O2S", "method": "ωB97M-V with the def2-TZVPD basis set", "symbols": ["C", "C", "C", "N", "N", "O", "O", "S", "H", "H", "H", "H", "H", "H", "H", "H"], "positions_angstrom": [[0.289, -2.970, -1.667], [0.635, 1.794, 1.436], [0.643, 0.629, -0.761], [0.656, -2.322, -2.564], [0.323, 0.608, 0.663], [-2.456, 0.256, 0.323], [-0.696, -1.678, 0.648], [-0.977, -0.354, 1.178], [0.036, -3.682, -0.922], [-2.701, -0.468, -0.253], [0.278, 2.810, 1.046], [0.211, 1.749, 2.464], [1.707, 1.873, 1.699], [0.583, -0.445, -1.155], [-0.219, 1.163, -1.329], [1.687, 1.037, -0.806]], "energy_ev": -21148.8105, "homo_lumo_gap_ev": 10.6, "e_above_lowest_kj_mol": 196.4, "multiplicity": 1, "total_charge": 0}


2.
{"formula": "ClO3P", "method": "ωB97M-V with the def2-TZVPD basis set", "symbols": ["O", "O", "O", "P", "Cl"], "positions_angstrom": [[0.348, -0.925, 1.296], [0.249, -0.983, -1.349], [1.324, 1.668, 0.069], [0.110, -0.258, 0.005], [-2.031, 0.498, -0.020]], "energy_ev": -27952.4653, "homo_lumo_gap_ev": 5.6, "e_above_lowest_kj_mol": 323.4, "multiplicity": 1, "total_charge": -2}


3.
{"formula": "C4H7NO2", "method": "ωB97M-V with the def2-TZVPD basis set", "symbols": ["C", "C", "N", "O", "C", "C", "O", "H", "H", "H", "H", "H", "H", "H"], "positions_angstrom": [[1.067, -1.384, -0.248], [0.046, -0.362, 0.158], [-0.241, -0.059, 1.365], [0.500, -0.798, 2.271], [-0.720, 0.391, -0.881], [-0.998, 1.811, -0.698], [0.010, 1.376, -1.604], [0.816, -2.366, 0.167], [1.141, -1.455, -1.336], [2.048, -1.112, 0.155], [0.176, -0.469, 3.120], [-1.389, -0.208, -1.503], [-1.883, 2.255, -1.152], [-0.633, 2.292, 0.207]], "energy_ev": -9843.7241, "homo_lumo_gap_ev": 10.8, "e_above_lowest_kj_mol": 343.1, "multiplicity": 1, "total_charge": 0}


4.
{"formula": "C44H121N11O11", "method": "ωB97M-V with the def2-TZVPD basis set", "symbols": ["C", "C", "C", "O", "C", "N", "H", "H", "H", "H", "H", "H", "H", "H", "H", "H", "H", "C", "C", "C", "O", "C", "N", "H", "H", "H", "H", "H", "H", "H", "H", "H", "H", "H", "C", "C", "C", "O", "C", "N", "H", "H", "H", "H", "H", "H", "H", "H", "H", "H", "H", "C", "C", "C", "O", "C", "N", "H", "H", "H", "H", "H", "H", "H", "H", "H", "H", "H", "C", "C", "C", "O", "C", "N", "H", "H", "H", "H", "H", "H", "H", "H", "H", "H", "H", "C", "C", "C", "O", "C", "N", "H", "H", "H", "H", "H", "H", "H", "H", "H", "H", "H", "C", "C", "C", "O", "C", "N", "H", "H", "H", "H", "H", "H", "H", "H", "H", "H", "H", "C", "C", "C", "O", "C", "N", "H", "H", "H", "H", "H", "H", "H", "H", "H", "H", "H", "C", "C", "C", "O", "C", "N", "H", "H", "H", "H", "H", "H", "H", "H", "H", "H", "H", "C", "C", "C", "O", "C", "N", "H", "H", "H", "H", "H", "H", "H", "H", "H", "H", "H", "C", "C", "C", "O", "C", "N", "H", "H", "H", "H", "H", "H", "H", "H", "H", "H", "H"], "positions_angstrom": [[3.994, 1.030, -4.675], [2.945, 0.046, -5.327], [3.042, -1.299, -4.541], [2.662, -1.114, -3.169], [3.021, -2.180, -2.318], [1.674, 0.792, -5.337], [3.766, 2.075, -4.886], [5.046, 0.865, -4.910], [3.937, 0.982, -3.588], [3.096, -0.213, -6.375], [4.048, -1.694, -4.682], [2.478, -2.121, -4.981], [2.475, -3.102, -2.516], [2.648, -2.043, -1.303], [4.100, -2.334, -2.348], [1.443, 1.064, -4.392], [0.868, 0.229, -5.570], [0.689, 2.796, 9.786], [0.270, 3.507, 8.496], [-0.126, 2.582, 7.319], [-0.372, 3.361, 6.064], [-0.529, 2.465, 5.018], [-0.933, 4.301, 8.776], [1.073, 3.609, 10.402], [1.573, 2.198, 9.563], [-0.070, 2.192, 10.283], [1.079, 4.153, 8.156], [-1.084, 2.091, 7.496], [0.669, 1.845, 7.207], [0.340, 1.861, 4.761], [-0.772, 2.901, 4.049], [-1.298, 1.702, 5.142], [-1.659, 3.634, 8.556], [-0.959, 4.516, 9.762], [-2.387, -2.768, 1.788], [-3.416, -3.286, 2.820], [-4.721, -2.436, 2.960], [-4.401, -1.276, 3.769], [-5.419, -0.298, 3.653], [-3.796, -4.593, 2.298], [-2.040, -1.777, 2.079], [-2.841, -2.682, 0.801], [-1.550, -3.458, 1.682], [-3.079, -3.445, 3.845], [-5.489, -3.050, 3.431], [-5.072, -2.117, 1.978], [-4.984, 0.685, 3.833], [-6.083, -0.394, 4.512], [-5.932, -0.275, 2.691], [-4.103, -4.365, 1.363], [-2.946, -5.135, 2.225], [1.013, -1.299, 5.355], [-0.209, -2.303, 5.464], [-1.555, -1.611, 5.397], [-1.675, -0.584, 6.376], [-2.944, -0.033, 6.529], [-0.055, -3.276, 4.343], [1.935, -1.854, 5.182], [1.206, -0.600, 6.169], [0.775, -0.723, 4.461], [-0.135, -2.901, 6.373], [-2.367, -2.336, 5.437], [-1.672, -1.039, 4.476], [-3.356, 0.556, 5.709], [-3.072, 0.583, 7.420], [-3.697, -0.820, 6.530], [-0.887, -3.831, 4.201], [0.657, -3.973, 4.506], [5.545, -2.270, 5.137], [4.827, -2.814, 3.947], [4.653, -1.760, 2.806], [3.789, -2.203, 1.710], [2.410, -1.799, 1.999], [5.554, -3.918, 3.507], [6.576, -1.999, 4.907], [5.596, -2.999, 5.946], [5.011, -1.420, 5.562], [3.847, -3.107, 4.325], [5.592, -1.378, 2.405], [4.335, -0.833, 3.284], [2.286, -0.716, 1.999], [2.085, -2.301, 2.910], [1.778, -2.218, 1.217], [5.423, -4.662, 4.177], [5.247, -4.353, 2.649], [-3.719, 1.133, -5.299], [-5.227, 1.279, -5.598], [-5.644, 1.149, -7.040], [-4.953, 2.024, -7.978], [-5.433, 1.658, -9.275], [-5.960, 0.236, -4.898], [-3.289, 1.920, -5.919], [-3.365, 0.149, -5.605], [-3.318, 1.364, -4.312], [-5.539, 2.267, -5.259], [-6.683, 1.476, -7.076], [-5.435, 0.115, -7.315], [-5.073, 2.316, -10.066], [-6.523, 1.659, -9.286], [-5.195, 0.666, -9.658], [-5.388, -0.595, -4.865], [-6.053, 0.501, -3.928], [-5.372, -1.250, -1.485], [-5.613, -2.558, -2.331], [-4.467, -3.080, -3.176], [-4.287, -2.210, -4.278], [-3.637, -2.952, -5.269], [-6.178, -3.527, -1.348], [-6.266, -0.777, -1.078], [-4.903, -0.478, -2.094], [-4.701, -1.481, -0.658], [-6.451, -2.391, -3.008], [-4.873, -4.056, -3.441], [-3.570, -3.254, -2.582], [-4.224, -3.737, -5.747], [-2.674, -3.370, -4.975], [-3.370, -2.191, -6.003], [-6.141, -3.123, -0.423], [-7.158, -3.678, -1.536], [0.166, 2.253, -9.785], [-0.032, 1.742, -8.383], [0.329, 0.266, -8.242], [-0.229, -0.262, -7.049], [-0.093, -1.631, -6.883], [0.857, 2.518, -7.520], [0.173, 3.328, -9.963], [-0.617, 1.863, -10.436], [1.066, 1.876, -10.272], [-1.044, 1.955, -8.040], [1.414, 0.168, -8.272], [-0.145, -0.181, -9.116], [-0.553, -2.100, -7.753], [-0.709, -1.956, -6.045], [0.946, -1.958, -6.832], [1.086, 2.084, -6.637], [1.761, 2.528, -7.971], [-1.380, -0.640, -3.070], [-0.765, 0.323, -2.073], [-0.681, -0.172, -0.596], [-0.020, 0.793, 0.270], [-0.352, 0.716, 1.665], [0.516, 0.852, -2.518], [-1.146, -0.331, -4.090], [-2.466, -0.708, -3.016], [-1.045, -1.670, -2.949], [-1.482, 1.144, -2.109], [-0.079, -1.080, -0.608], [-1.726, -0.317, -0.324], [0.174, 1.503, 2.205], [-0.102, -0.298, 1.974], [-1.422, 0.871, 1.800], [1.124, 0.048, -2.581], [0.825, 1.340, -1.689], [2.579, 4.550, 4.452], [3.355, 3.260, 4.179], [3.363, 2.337, 5.418], [4.153, 1.196, 5.170], [5.562, 1.437, 4.926], [2.612, 2.714, 3.055], [1.554, 4.331, 4.749], [2.609, 5.173, 3.558], [3.085, 5.139, 5.217], [4.360, 3.507, 3.835], [2.397, 2.028, 5.817], [3.820, 2.901, 6.231], [6.016, 2.111, 5.652], [5.813, 1.782, 3.923], [6.054, 0.475, 5.065], [2.709, 1.715, 3.168], [1.646, 2.966, 3.210], [4.200, 3.046, -2.063], [3.645, 2.032, -1.041], [4.658, 1.616, 0.087], [5.933, 1.171, -0.492], [5.907, -0.112, -1.204], [2.571, 2.711, -0.398], [3.516, 3.421, -2.825], [5.075, 2.615, -2.550], [4.551, 3.988, -1.642], [3.353, 1.122, -1.567], [4.256, 0.715, 0.549], [4.771, 2.355, 0.881], [5.433, -0.018, -2.181], [5.466, -0.834, -0.518], [6.928, -0.418, -1.435], [2.145, 2.129, 0.309], [2.852, 3.531, 0.120]], "energy_ev": -86494.6759, "homo_lumo_gap_ev": 8.4, "e_above_lowest_kj_mol": 439.8, "multiplicity": 1, "total_charge": 0}


5.
{"formula": "C20H25BF19O10", "method": "ωB97M-V with the def2-TZVPD basis set", "symbols": ["B", "F", "F", "F", "F", "C", "C", "O", "C", "O", "C", "F", "F", "F", "H", "H", "H", "H", "H", "C", "C", "O", "C", "O", "C", "F", "F", "F", "H", "H", "H", "H", "H", "C", "C", "O", "C", "O", "C", "F", "F", "F", "H", "H", "H", "H", "H", "C", "C", "O", "C", "O", "C", "F", "F", "F", "H", "H", "H", "H", "H", "C", "C", "O", "C", "O", "C", "F", "F", "F", "H", "H", "H", "H", "H"], "positions_angstrom": [[14.456, 13.720, -14.119], [13.926, 15.017, -14.031], [14.068, 13.104, -15.342], [15.882, 13.765, -14.098], [14.040, 12.959, -13.015], [16.433, 16.519, -16.497], [16.971, 16.738, -15.102], [16.711, 18.104, -14.691], [15.960, 18.283, -13.624], [15.469, 17.455, -12.922], [15.775, 19.788, -13.301], [16.159, 20.037, -12.038], [16.496, 20.589, -14.090], [14.487, 20.132, -13.403], [16.868, 15.586, -16.856], [16.649, 17.323, -17.200], [15.348, 16.410, -16.468], [18.051, 16.603, -15.065], [16.508, 16.041, -14.413], [11.995, 11.492, -18.012], [13.185, 10.780, -18.565], [12.795, 9.858, -19.599], [13.778, 9.220, -20.193], [14.946, 9.476, -20.164], [13.257, 8.090, -21.110], [11.942, 7.882, -20.976], [13.505, 8.346, -22.396], [13.889, 6.954, -20.785], [11.327, 10.767, -17.527], [11.368, 12.005, -18.739], [12.280, 12.157, -17.195], [13.668, 10.213, -17.768], [13.893, 11.516, -18.946], [14.508, 9.884, -14.146], [15.893, 10.143, -13.608], [16.052, 9.475, -12.342], [16.123, 10.152, -11.211], [16.161, 11.334, -11.095], [16.343, 9.198, -10.017], [17.040, 8.112, -10.382], [17.015, 9.800, -9.040], [15.166, 8.785, -9.521], [14.237, 10.509, -14.994], [13.693, 10.068, -13.443], [14.426, 8.803, -14.315], [16.094, 11.217, -13.547], [16.701, 9.809, -14.258], [12.537, 11.335, -10.753], [13.254, 11.437, -9.438], [12.518, 12.314, -8.534], [12.706, 13.608, -8.680], [13.496, 14.157, -9.382], [11.677, 14.411, -7.851], [11.038, 13.674, -6.934], [12.284, 15.426, -7.228], [10.746, 14.922, -8.672], [12.642, 12.242, -11.349], [11.515, 11.012, -10.573], [13.075, 10.636, -11.400], [14.270, 11.821, -9.493], [13.226, 10.479, -8.924], [16.564, 9.408, -17.111], [16.370, 10.909, -16.993], [17.569, 11.637, -17.347], [18.392, 11.942, -16.362], [18.282, 11.620, -15.221], [19.475, 12.964, -16.778], [19.231, 13.493, -17.987], [19.562, 13.940, -15.904], [20.681, 12.345, -16.850], [17.482, 9.178, -16.552], [16.799, 9.096, -18.129], [15.766, 8.789, -16.711], [15.927, 11.225, -16.057], [15.751, 11.198, -17.840]], "energy_ev": -93940.0510, "homo_lumo_gap_ev": 10.7, "e_above_lowest_kj_mol": 17.3, "multiplicity": 1, "total_charge": -1}


6.
{"formula": "C5H6O3", "method": "ωB97M-V with the def2-TZVPD basis set", "symbols": ["C", "C", "C", "C", "C", "H", "H", "H", "H", "H", "H", "O", "O", "O"], "positions_angstrom": [[0.259, -0.504, -0.813], [0.695, -0.466, 0.663], [0.595, 0.778, 1.331], [-0.502, 1.317, 0.308], [-1.070, 0.340, -0.601], [1.096, -2.239, -1.494], [0.957, 0.207, -1.297], [-0.361, -0.945, 1.042], [1.662, -1.107, 0.937], [-1.979, -0.131, -0.023], [-1.535, 0.829, -1.491], [0.162, -1.791, -1.133], [0.870, 1.196, 2.455], [-0.848, 2.515, 0.117]], "energy_ev": -11421.1962, "homo_lumo_gap_ev": 9.0, "e_above_lowest_kj_mol": 310.3, "multiplicity": 1, "total_charge": 0}


Question: Number 1 is which compound?
Answer: C3H8N2O2S